(1)
Below is the molecule C11H9NO, with properties calculated with wB97M-V/def2-TZVPD.

XYZ file:
```
22
Properties=species:S:1:pos:R:3:forces:R:3:nbo_charge:R:1
N -1.2409 -1.2395 2.5564 0.3 -1.4 1.0 -0.39
O -0.8132 0.8977 -2.4800 0.2 1.1 0.4 -0.48
C -1.3667 2.6743 -3.9708 1.2 -0.6 2.5 -0.48
C -0.8781 2.2543 -2.7354 -1.9 0.6 -3.3 0.11
C -0.7097 -2.4427 2.7727 -0.3 1.2 -1.2 0.04
C -1.5830 1.1158 -0.1336 -0.3 1.0 0.3 -0.27
C -0.0628 -3.1779 1.7649 0.6 -0.9 -0.2 -0.25
C -0.8999 0.4652 -1.1741 0.3 -1.0 0.0 0.27
C -1.7075 0.5738 1.1248 0.0 -0.2 -0.9 -0.16
C 0.1187 -2.6365 0.5243 -0.4 -1.0 0.9 -0.16
C -0.3345 -0.7637 -0.9379 0.4 0.7 -1.8 -0.17
C -1.1474 -0.7105 1.3227 0.4 -0.4 0.4 0.13
C -0.4379 -1.3940 0.2724 -0.9 1.3 1.2 -0.10
H -1.6155 1.9270 -4.7514 0.0 0.7 0.7 0.22
H -1.4656 3.7689 -4.1479 0.2 -1.1 0.0 0.21
H -0.5928 2.9819 -1.9778 0.0 -0.5 0.1 0.19
H -0.7699 -2.8606 3.7457 -0.2 -0.1 0.9 0.19
H -1.9904 2.1080 -0.2833 -0.1 0.0 -0.3 0.22
H 0.3226 -4.1994 1.9328 -0.3 0.7 0.2 0.22
H -2.2726 1.0971 1.9160 0.6 -0.5 -0.4 0.24
H 0.5961 -3.2358 -0.2308 0.2 0.2 -0.4 0.22
H 0.2369 -1.2501 -1.7234 -0.2 0.1 -0.1 0.21
```
Positions in Å, forces in eV/Å.

Computed properties:
energy relative to the best compared isomer or geometry (same formula, charge and spin): 0.0 kcal per mole
charge: 0
Kohn-Sham gap: 8.4656 eV
SMILES: C=COc1ccc2ncccc2c1


(2)
Below is the molecule C11H9NO, with properties calculated with wB97M-V/def2-TZVPD.

XYZ file:
```
22
Properties=species:S:1:pos:R:3:forces:R:3:nbo_charge:R:1
C -1.4565 0.4333 -0.1121 2.1 -1.2 -0.3 0.28
C -1.7151 0.1023 1.2167 -2.1 -3.1 -1.5 -0.26
C -2.4540 -1.0747 1.4678 -1.6 0.6 -2.0 -0.17
C -3.2396 -1.8338 0.4820 2.2 1.0 2.1 -0.24
C -2.9944 -1.3976 -0.7710 2.3 -1.5 -5.0 -0.19
C -1.8998 -0.4005 -1.0867 -4.5 -1.4 3.3 -0.23
C 0.8793 0.9024 -0.0811 5.5 -0.3 -2.1 0.32
C 1.4187 -0.3987 -0.0911 -5.2 -2.4 -0.1 -0.33
C 2.7663 -0.7727 -0.0100 -4.5 -1.8 1.2 0.05
C 3.2978 1.4337 -0.2111 -2.4 -4.0 0.3 -0.03
C 2.0513 1.9364 -0.1593 -4.0 0.9 1.7 -0.25
H -1.3475 0.5612 2.0342 1.5 1.7 2.4 0.22
H -2.5960 -1.4279 2.4333 0.1 -0.1 2.0 0.20
H -3.7631 -2.7973 0.7558 0.5 1.6 -0.4 0.24
H -3.2652 -2.1845 -1.6676 0.3 2.5 2.1 0.22
H -1.4979 -0.0961 -1.9567 0.7 -0.1 -3.7 0.23
H 0.6557 -1.3473 -0.2473 1.7 2.6 0.6 0.22
H 3.1537 -1.6789 0.3334 -0.4 -2.3 -0.1 0.19
H 4.0313 2.1007 -0.2630 3.4 2.3 -0.2 0.19
H 1.8585 3.1296 0.0689 0.4 -3.3 -1.1 0.23
N 3.6404 0.0504 -0.1155 5.7 7.7 -0.9 -0.40
O -0.3297 1.2260 -0.5684 -2.0 0.6 1.8 -0.49
```
Positions in Å, forces in eV/Å.

Computed properties:
energy relative to the best compared isomer or geometry (same formula, charge and spin): 85.1 kcal per mole
charge: 0
Kohn-Sham gap: 9.7437 eV
SMILES: c1ccc(Oc2ccncc2)cc1


(3)
Below is C11H9NO7PdS2 as an isolated structure, with properties calculated with wB97M-V/def2-TZVPD.

XYZ file:
```
31
Properties=species:S:1:pos:R:3:forces:R:3:nbo_charge:R:1
Pd -1.2088 -0.7106 -0.6539 1.0 0.4 -0.6 0.88
O -3.2339 -2.7355 -3.9078 0.1 0.0 0.0 -0.66
C -2.4724 -2.3335 -2.8904 0.1 0.0 0.2 0.78
O -2.8783 -2.1610 -1.7708 -0.2 -0.2 -0.1 -0.60
C -1.0135 -2.2123 -3.2983 0.0 -0.2 0.0 -0.19
O -0.2310 -1.4225 -2.3997 -0.2 -0.2 -0.4 -0.54
C 0.1263 -0.1358 -2.9856 -0.1 0.3 -0.2 -0.21
C -1.1231 0.7864 -3.0744 0.5 -0.1 0.0 0.73
O -1.2234 1.5753 -3.9899 0.1 0.0 -0.1 -0.63
O -1.9520 0.6286 -2.1072 -0.6 -0.3 0.3 -0.75
H -4.1411 -2.8420 -3.5817 0.0 0.0 0.0 0.51
H -0.9412 -1.8220 -4.3139 0.0 0.0 0.1 0.23
H -0.6081 -3.2297 -3.2936 0.0 0.1 0.0 0.23
H 0.5695 -0.3025 -3.9680 0.0 0.0 0.1 0.21
H 0.8762 0.2888 -2.3141 -0.1 0.0 -0.1 0.23
O 2.6401 0.1803 0.0812 -0.1 0.0 0.2 -0.91
S 1.9904 -0.4491 1.1934 0.4 0.1 -0.2 2.30
O 2.4614 -1.7146 1.6563 0.0 0.1 0.1 -0.90
N 0.3635 -0.5318 0.8688 -0.3 -0.7 -0.3 -0.80
C -0.3280 0.2858 1.5947 -0.7 0.3 0.3 0.11
S -1.9655 0.3855 1.0791 0.0 0.6 1.0 0.10
C 0.4203 1.0228 2.6299 0.0 0.1 0.1 -0.05
C -0.0280 1.9186 3.5874 0.1 -0.1 -0.1 -0.18
C 0.9141 2.4751 4.4442 -0.1 0.0 0.0 -0.19
C 2.2601 2.1478 4.3384 0.0 0.0 0.0 -0.18
C 2.7102 1.2531 3.3718 0.0 0.0 0.0 -0.18
C 1.7677 0.7065 2.5330 -0.1 -0.1 -0.1 -0.30
H -1.0762 2.1736 3.6599 0.0 0.0 0.0 0.24
H 0.5984 3.1760 5.2040 0.0 0.0 0.0 0.23
H 2.9697 2.5975 5.0187 0.0 0.0 0.0 0.23
H 3.7566 1.0013 3.2884 0.1 0.0 0.0 0.24
```
Positions in Å, forces in eV/Å.

Computed properties:
charge: 0
Kohn-Sham gap: 7.8265 eV


(4)
Below is the molecule C11H9NOS, with properties calculated with wB97M-V/def2-TZVPD.

XYZ file:
```
23
Properties=species:S:1:pos:R:3:forces:R:3:nbo_charge:R:1
C 0.5878 1.9474 -0.1879 0.2 1.8 -0.8 -0.26
C 0.2724 -1.7713 3.0096 -2.2 3.4 0.0 -0.21
C 0.0430 1.4911 0.9673 -1.1 0.4 2.6 -0.14
C -0.0050 -0.4075 2.6970 -0.9 -0.5 -1.4 -0.16
C 0.9435 1.0696 -1.1570 0.8 0.3 -1.8 -0.20
C 0.8534 -2.5798 2.0791 1.4 -0.7 1.9 -0.22
C 0.1310 0.0829 1.3487 1.4 -1.1 1.5 -0.07
C 0.7051 -0.8312 0.3809 -0.5 0.2 2.5 -0.04
C 0.4618 -0.2660 -0.9257 -3.0 -2.4 -3.0 0.19
C 1.2001 -2.0751 0.8259 0.4 -0.6 -0.3 -0.23
C -1.0469 -0.4089 -2.7892 -2.2 4.2 -0.1 -0.46
N -0.5610 -0.8441 -1.5713 4.2 -0.1 2.7 -0.37
O 2.8067 -4.1540 1.0471 0.4 -1.0 0.7 -0.80
S 2.5518 -3.0945 0.0729 -1.3 1.6 -1.1 0.99
H 0.6359 3.0389 -0.3482 0.3 -0.7 0.1 0.23
H -0.1691 -2.0526 3.9642 0.8 -0.6 -0.1 0.22
H -0.3028 2.3045 1.6715 0.2 -1.5 -0.5 0.22
H -0.5676 0.1882 3.4237 0.6 0.0 -0.2 0.21
H 1.4304 1.3699 -2.0965 -0.5 -0.1 0.4 0.23
H 1.2573 -3.4858 2.6205 -0.4 0.5 -1.9 0.26
H -2.1214 -0.1695 -2.6379 0.0 -0.5 0.2 0.21
H -0.7848 0.6776 -3.1080 0.6 -2.0 -0.3 0.17
H -1.1081 -1.2076 -3.4714 0.6 -0.6 -1.4 0.23
```
Positions in Å, forces in eV/Å.

Computed properties:
energy relative to the best compared isomer or geometry (same formula, charge and spin): 103.6 kcal per mole
charge: 0
Kohn-Sham gap (alpha / beta): 6.5265 / 6.7004 eV


(5)
Below is C12AlB3O24 as an isolated structure, with properties calculated with wB97M-V/def2-TZVPD.

XYZ file:
```
40
Properties=species:S:1:pos:R:3:forces:R:3:nbo_charge:R:1
Al 0.8956 -0.9121 -2.0643 -1.0 -0.1 -0.1 1.06
O -1.8750 -1.4132 -1.9542 0.6 0.5 -0.5 -0.58
C -2.2120 -2.5397 -1.7300 -0.8 -0.8 1.6 0.71
O -3.3453 -2.9339 -1.1843 0.2 0.2 -0.3 -0.61
B -3.2395 -4.3426 -0.7365 0.3 -0.5 -0.3 1.15
O -1.8830 -4.7725 -1.1883 0.1 0.0 -0.1 -0.59
C -1.2717 -3.7676 -1.7110 0.9 0.7 -0.1 0.70
O -0.1074 -3.6512 -2.0276 0.1 0.0 -0.1 -0.59
O -4.2507 -5.2028 -1.3423 0.0 0.6 -0.9 -0.62
C -5.0925 -5.6165 -0.4349 -0.2 -0.8 0.4 0.69
O -6.0915 -6.2483 -0.5343 0.0 0.2 -0.3 -0.44
C -4.4432 -5.2342 0.9261 -0.8 -0.1 1.9 0.68
O -3.3607 -4.5360 0.7109 0.4 0.7 -0.8 -0.62
O -4.8867 -5.5329 1.9936 0.1 -0.1 -0.3 -0.44
O -0.1924 6.9742 -1.2261 -0.1 0.3 0.1 -0.37
C -0.6724 5.8982 -1.2199 0.6 0.3 -0.8 0.73
O -1.1728 5.1789 -2.1826 0.0 0.4 0.2 -0.58
B -1.5051 3.8249 -1.7276 -0.4 -0.8 0.0 1.15
O -1.2444 3.8640 -0.2650 -0.2 -0.4 -0.6 -0.57
C -0.6524 4.9567 0.0904 -0.1 -1.3 1.7 0.70
O -0.1886 5.1556 1.1665 0.1 1.0 -0.6 -0.34
O -2.8680 3.4105 -1.9934 0.3 0.1 -0.2 -0.64
C -2.8655 2.3397 -2.7988 -0.9 0.5 0.3 0.68
O -3.8052 1.8816 -3.3485 -0.2 -0.4 -0.2 -0.46
C -1.4243 1.8639 -2.8923 1.6 0.3 -0.1 0.70
O -0.6557 2.8152 -2.3912 -0.1 0.2 0.5 -0.63
O -0.9834 0.8465 -3.3485 -0.1 -0.7 -0.1 -0.56
O 2.1943 2.8482 1.8528 -0.1 -0.3 -0.3 -0.41
C 2.9941 1.9619 1.8472 -0.2 1.5 0.9 0.68
O 3.9739 1.8155 2.7101 -0.3 -0.4 -0.5 -0.59
B 4.6846 0.5650 2.3991 1.3 -0.3 0.8 1.15
O 4.1779 0.1321 1.0871 -0.4 0.3 0.1 -0.59
C 3.1104 0.8372 0.7858 1.1 -0.9 -0.4 0.72
O 2.4086 0.6801 -0.1678 -0.8 0.0 -0.3 -0.55
O 4.4352 -0.4478 3.4192 -1.0 -0.3 -0.6 -0.63
C 5.4804 -0.6770 4.1739 -1.3 0.2 1.4 0.68
O 5.4310 -1.1789 5.2547 0.8 -0.3 -0.5 -0.43
C 6.6375 0.1267 3.5398 0.8 0.8 0.0 0.69
O 6.1494 0.7742 2.5021 -0.6 0.0 -0.7 -0.62
O 7.7166 0.2566 4.0097 0.4 -0.3 0.0 -0.42
```
Positions in Å, forces in eV/Å.

Computed properties:
energy relative to the best compared isomer or geometry (same formula, charge and spin): 0.2 kcal per mole
charge: 0
Kohn-Sham gap: 1.3332 eV


(6)
Below is C12H10BrN3O2PdSe as an isolated structure, with properties calculated with wB97M-V/def2-TZVPD.

XYZ file:
```
30
Properties=species:S:1:pos:R:3:forces:R:3:lowdin_spin:R:1
Pd 9.8559 7.9515 6.8476 1.0 1.7 -2.9 -0.10
C 10.2532 7.1308 12.2689 -0.4 1.2 -0.3 0.00
C 10.7843 6.9815 10.8611 0.3 -0.1 0.4 0.00
C 11.9967 6.3049 10.6939 0.2 0.0 -1.0 0.00
C 12.4934 6.0217 9.4246 -0.3 0.1 -0.6 0.00
C 11.7702 6.4624 8.3072 0.0 0.1 1.4 0.00
Br 12.3666 6.1172 6.5381 -0.3 0.1 0.5 0.00
N 10.6492 7.1786 8.4968 0.0 -0.1 -0.4 -0.02
C 10.1656 7.4719 9.7185 -0.1 -0.7 0.4 0.00
H 11.0587 7.5197 12.9257 -0.5 -0.3 -0.3 0.00
H 9.8721 6.1742 12.6548 0.2 0.3 -0.1 0.00
H 9.4280 7.8845 12.2560 0.6 -0.7 0.3 0.00
H 12.5701 6.0096 11.5580 0.0 -0.2 0.1 0.00
H 13.4059 5.4666 9.2360 0.0 0.1 0.3 0.00
H 9.2225 8.0358 9.7497 0.6 -0.2 0.0 0.00
O 9.7608 8.9257 5.0332 5.9 0.5 3.1 0.46
O 11.1552 9.1833 5.4791 -6.2 -1.3 -1.4 0.70
Se 6.6191 8.2508 7.0617 -1.8 -2.7 -1.5 0.54
N 8.0115 7.1960 6.6243 0.5 -2.2 0.2 0.06
C 7.6680 5.9980 6.1166 -1.3 2.3 1.0 0.12
C 8.4290 4.8500 5.7611 0.1 -1.1 -0.8 0.05
C 7.7712 3.8947 5.0076 1.6 0.9 1.1 0.03
C 6.3581 3.9035 4.7367 -0.3 0.1 -0.2 0.20
C 5.5613 4.9057 5.2101 -0.1 0.2 0.2 -0.03
C 6.1780 5.9686 5.9217 -0.7 -0.3 -0.3 0.07
N 5.4149 6.9493 6.3790 1.8 2.0 0.9 -0.08
H 9.4779 4.7259 6.0570 -0.4 0.3 -0.3 0.00
H 8.3290 3.0545 4.6195 0.1 -0.1 0.1 0.00
H 5.9854 3.0505 4.1749 -0.3 0.3 0.1 0.01
H 4.4874 4.9440 5.0953 0.0 -0.1 -0.1 0.00
```
Positions in Å, forces in eV/Å.

Computed properties:
energy relative to the best compared isomer or geometry (same formula, charge and spin): 0.0 kcal per mole
charge: +2
spin multiplicity: 3
Kohn-Sham gap (alpha / beta): 6.3326 / 3.5801 eV
expectation value of S²: 2.135


| no. | total energy (Ha) | largest force on an atom (hartree/bohr) |
| --- | --- | --- |
| 1 | -554.5204 | 0.07551 |
| 2 | -554.3849 | 0.18807 |
| 3 | -1930.2424 | 0.02379 |
| 4 | -952.5716 | 0.09820 |
| 5 | -2580.3970 | 0.04239 |
| 6 | -5880.4671 | 0.13041 |